No. 1
35
Properties=species:S:1:pos:R:3:mulliken_charge:R:1 method="wB97M-V/def2-TZVPD" orbital_gap_ev="2.369 / 2.363" relative_energy_ev=0.824 s_squared=6.0124 multiplicity=5 total_charge=-4 homo_ev="4.443 / 4.441"
Cr -2.1446 -0.5022 1.0817 0.87
S -2.6363 0.2436 3.6630 1.28
O -3.5130 -0.3041 2.5277 -0.93
O -2.7116 -0.5196 4.9176 -0.75
O -1.2870 0.1502 3.0372 -0.47
O -2.9988 1.6512 3.9362 -0.75
C 2.6603 1.6821 -0.0247 -0.91
C 2.7427 1.8167 -1.4375 0.62
C 1.4850 1.7018 -2.2911 0.23
O 1.6207 1.6671 -3.5026 -0.75
C 0.2510 1.4112 -1.6268 -0.48
C 0.1209 1.3330 -0.2418 0.36
C 1.3712 1.5204 0.6358 0.62
O 1.2925 1.3921 1.8324 -0.67
O -0.9095 0.9298 0.3389 -0.22
O 3.8280 1.9232 -1.9684 -0.81
H 3.5344 1.7543 0.6044 0.27
H -0.6037 1.0955 -2.2108 0.23
C 0.4532 -2.6504 -1.2274 -0.70
C 1.7978 -2.7821 -1.7249 0.48
C 2.9780 -2.6547 -0.6726 0.51
O 4.1355 -2.6326 -1.1151 -0.82
C 2.5985 -2.2886 0.6391 -0.92
C 1.2527 -2.1910 1.0984 0.71
C 0.1285 -2.3486 0.0782 1.05
O -1.1246 -2.2493 0.4231 -1.04
O 0.9603 -1.8153 2.2235 -0.69
O 2.1058 -2.7003 -2.9080 -0.72
H -0.3154 -2.8046 -1.9814 0.24
H 3.4529 -2.1879 1.3018 0.23
C -4.0314 2.1294 -1.1396 0.02
Cl -5.7359 2.3583 -1.6569 -0.23
Cl -3.5241 0.4392 -1.2714 -0.10
Cl -3.7570 2.6946 0.5010 -0.06
H -3.4770 2.7376 -1.8393 0.30

---

No. 2
106
Properties=species:S:1:pos:R:3:mulliken_charge:R:1 method="wB97M-V/def2-TZVPD" orbital_gap_ev="6.941 / 6.711" s_squared=2.0034 multiplicity=3 total_charge=+1 homo_ev="-10.381 / -10.381"
Pt 2.9001 -0.2367 1.6649 1.83
Br 0.7664 -0.1775 0.0209 0.49
C 1.4859 -5.0339 -0.1088 0.78
O 2.4546 -5.6944 -0.4574 -0.73
N 0.2964 -5.5406 0.1084 -0.36
N 1.5559 -3.7217 -0.1692 0.13
H 0.1943 -6.5452 0.1328 0.24
H -0.2560 -4.8696 0.6229 0.17
H 0.7509 -3.1714 0.0939 -0.04
H 2.2310 -3.3879 -0.8421 -0.08
C 5.0715 -0.2113 -0.8608 0.65
O 4.3395 -0.3807 0.1226 -1.04
N 4.8062 0.6834 -1.7078 -0.23
N 6.0634 -0.9787 -1.1484 -0.42
H 5.3662 0.8142 -2.5381 0.23
H 3.9362 1.1826 -1.5898 -0.03
H 6.6759 -0.5740 -1.8420 0.17
H 6.2907 -1.7595 -0.5494 0.25
C -3.8135 0.6871 1.3439 0.71
O -3.7462 -0.3671 0.7061 -0.70
N -4.7941 1.3718 1.6603 -0.26
N -2.7515 1.1062 1.8745 0.44
H -4.7717 2.2295 2.1932 0.05
H -5.7039 1.1175 1.3030 0.28
H -2.7920 1.9338 2.4520 -0.02
H -1.9894 0.4456 1.8205 -0.60
C -0.8858 -4.1297 4.6140 0.67
O -2.1022 -4.2804 4.4660 -0.70
N -0.1574 -3.5441 3.7689 -0.10
N -0.2530 -4.7139 5.5610 -0.35
H 0.7921 -3.2498 3.9478 0.16
H -0.6746 -3.0847 3.0330 0.05
H 0.7529 -4.6269 5.5899 0.14
H -0.7805 -5.1646 6.2950 0.26
C -1.8543 1.1408 -5.4043 0.65
O -0.9887 1.3189 -6.2484 -0.73
N -1.6350 0.9065 -4.1723 0.42
N -3.1327 1.1115 -5.7087 -0.37
H -0.6678 0.8267 -3.8925 -0.30
H -2.3585 0.7525 -3.4846 0.31
H -3.3867 1.2919 -6.6694 0.24
H -3.7441 0.6285 -5.0659 0.19
C -2.4207 -2.4735 -4.0242 -0.72
C -1.2760 -2.1827 -3.0689 0.09
O -1.7522 -1.5989 -1.8196 -0.52
O -3.2460 -3.5585 -3.7383 -0.61
H -2.0824 -2.6221 -5.0497 0.42
H -3.0617 -1.5921 -4.0434 0.25
H -0.5988 -1.4888 -3.5670 0.05
H -0.7144 -3.0766 -2.7975 0.33
H -1.1429 -0.8917 -1.5952 -0.02
H -3.8093 -3.2917 -3.0081 0.37
C 1.9960 2.9902 -2.9745 -0.34
C 2.1524 1.8420 -3.8941 -0.66
O 1.2054 0.8210 -3.4922 -0.49
O 2.6593 2.7969 -1.8028 -0.46
H 0.9551 3.3014 -2.8866 0.16
H 2.4981 3.7879 -3.5218 0.44
H 3.1457 1.3933 -3.8969 0.26
H 1.8707 2.1178 -4.9103 0.44
H 1.3506 0.4883 -2.6035 -0.04
H 2.6070 3.5831 -1.2543 0.24
C -1.2209 2.7663 -0.7206 1.76
C -2.3552 3.8596 -0.8517 -0.77
O -3.2558 3.3652 -1.7588 -0.50
O -0.0688 3.1898 -0.0222 -0.63
H -0.9284 2.2843 -1.6534 0.02
H -1.5951 2.0043 -0.0368 -0.75
H -1.7884 4.7134 -1.2231 0.50
H -2.7499 4.1694 0.1159 0.13
H -3.3303 4.0377 -2.4398 0.33
H 0.4312 2.3749 -0.1092 0.00
C -0.9856 3.6522 3.1783 0.53
C -2.1837 4.2035 4.0150 -0.51
O -3.4137 3.9035 3.3137 -0.52
O 0.2953 4.2292 3.4086 -0.57
H -1.2310 3.9234 2.1515 -0.13
H -1.0095 2.5626 3.1965 -0.12
H -2.2069 5.2900 4.0985 0.41
H -2.2416 3.7849 5.0198 0.22
H -3.9325 4.7109 3.3366 0.32
H 0.6481 3.7879 4.1847 0.35
O -1.6164 -1.9972 1.8312 -0.44
H -2.5208 -2.1423 1.5532 0.15
H -1.2038 -1.5593 1.0867 -0.10
O 3.3477 2.0047 1.7442 -0.40
H 3.0077 2.7851 1.3065 0.18
H 3.9726 2.3424 2.3859 0.23
O 1.6488 -0.1771 3.5278 -0.45
H 2.0051 -0.4035 4.3869 0.23
H 0.7007 -0.2568 3.6325 0.28
O -1.0187 -0.2552 3.9951 -0.65
H -1.2963 -0.9410 3.3878 0.39
H -1.2655 -0.5853 4.8590 0.30
O 4.7560 -0.3870 2.9958 -0.52
H 5.6608 -0.4541 2.6906 0.24
H 4.8315 -0.1472 3.9194 0.25
O 3.0191 -2.6573 -2.2356 -0.64
H 3.7910 -3.2162 -2.3242 0.23
H 2.9491 -2.2092 -3.0785 0.24
O 2.9317 -2.5061 1.9170 -0.49
H 3.5522 -3.0691 2.3799 0.22
H 2.4011 -3.1100 1.3975 0.36
O -3.7193 0.5200 -2.1318 -0.70
H -3.5513 1.2893 -1.5876 0.08
H -3.0859 -0.1308 -1.8293 0.31

---

No. 3
31
Properties=species:S:1:pos:R:3:mulliken_charge:R:1 method="wB97M-V/def2-TZVPD" orbital_gap_ev=7.705 relative_energy_ev=0.697 multiplicity=1 homo_ev=-8.139
Mg -1.0260 -0.9095 -0.3498 0.83
Cl 5.0605 -0.9691 2.9632 -0.23
C 3.4437 -1.2256 2.4190 0.51
C 3.1713 -1.2398 1.0590 -1.01
C 1.8601 -1.4228 0.6622 0.88
Cl 1.4139 -1.4546 -0.9991 -0.30
C 0.7894 -1.5725 1.5597 0.13
O -0.4326 -1.6627 1.1551 -0.70
C 1.1348 -1.5712 2.9285 0.37
Cl -0.1491 -1.7511 4.0607 -0.19
C 2.4348 -1.3991 3.3576 -0.72
H 3.9580 -1.1030 0.3329 0.43
H 2.6539 -1.3808 4.4136 0.44
F -4.0298 -1.8845 -0.4159 -0.30
C -2.9750 -1.1725 -0.9199 0.07
F -3.5367 0.0198 -1.3973 -0.30
C -2.4562 -1.8943 -2.1373 0.56
F -1.4958 -1.1074 -2.7139 -0.24
F -1.7901 -3.0075 -1.7579 -0.22
F -3.2949 -2.2374 -3.1074 -0.27
I -1.8812 1.3106 1.8361 0.16
C -1.0085 2.0199 0.0590 0.34
C -0.8912 3.3876 -0.1487 -0.61
C -0.2657 3.8189 -1.3056 -0.19
C 0.2071 2.8744 -2.2054 -0.84
C 0.0220 1.5352 -1.9144 -0.02
N -0.5644 1.1153 -0.7974 -0.16
H -1.2782 4.0847 0.5768 0.40
H -0.1405 4.8724 -1.4983 0.40
H 0.7013 3.1588 -3.1204 0.41
H 0.3656 0.7676 -2.5937 0.37